Entry 1:
The following is a quantum chemistry calculation of a 2-piece molecular cluster, C4H12 overall, from the Open Molecules 2025 dataset.

Properties
**E_LUMO**: 1.0 eV
**Maximum force**: 4.38 eV/Å

The geometry in ORCA input format:
```
! RIJCOSX wB97M-V def2-TZVPD def2/J DEFGRID3
* xyz 0 1
H -2.0625 -0.3645 -1.6814
H 0.4428 -0.0202 2.2791
H -2.3879 -1.9469 -2.4103
H 0.0032 2.6140 1.6007
C 0.7775 2.1697 2.2805
C -1.7001 -1.3539 -1.8191
H 1.4005 0.6464 0.7269
H -0.0175 -2.5554 -2.7103
C 1.2423 0.7688 1.9580
H 1.5542 2.9096 2.1539
H 2.1376 0.4371 2.4356
C -0.2924 -1.5514 -2.3499
H 0.3419 -1.1759 -1.6069
H -1.9216 -1.9674 -0.9504
H -0.0206 -0.7994 -3.1780
H 0.5026 2.1894 3.2716
*
```

Entry 2:
The following is a quantum chemistry calculation of a 2-piece molecular cluster, C3H10NO2PS overall, from the Open Molecules 2025 dataset.

Properties
**E_LUMO (spin up / spin down)**: -1.8 / -0.6 eV
**Maximum force**: 6.30 eV/Å

The geometry in ORCA input format:
```
! RIJCOSX wB97M-V def2-TZVPD def2/J DEFGRID3
* xyz 0 1
H -0.0655 -2.3705 -0.9709
O 2.3185 0.0250 0.4424
S 2.9871 2.1247 -1.4258
H -1.7361 -2.3352 -0.9570
C -0.5519 1.7760 0.6533
H -1.8762 -0.8910 1.0907
C -0.8966 -1.7015 -0.6537
H -0.9950 2.9305 0.7552
C -0.8547 -1.3284 0.8414
H -0.6961 -0.6208 -2.4258
H -1.0096 1.3223 -0.2163
H -0.7984 1.2832 1.5003
P 1.6437 1.0861 -0.5362
N -0.9496 -0.5031 -1.4471
H 3.2570 -0.0811 0.4932
H -0.0259 -0.4808 0.9301
H -0.5805 -2.2120 1.3654
O 0.8299 1.9765 0.5608
*
```

Entry 3:
The following is a quantum chemistry calculation of C28H25Cl2N7O2Pt as an isolated structure, from the Open Molecules 2025 dataset.

Properties
**E_LUMO (spin up / spin down)**: 0.2 / -2.4 eV
**<S²>**: 6.070
**Maximum force**: 1.44 eV/Å

The geometry in ORCA input format:
```
! RIJCOSX wB97M-V def2-TZVPD def2/J DEFGRID3
* xyz 0 5
C 1.8656 -0.3323 3.7220
C -2.3166 -0.5175 2.2651
Cl 0.8350 -5.1195 -1.3421
C -0.8168 -4.5632 -1.3484
C 2.9111 -0.0490 -4.8274
C -1.0754 -3.2116 -1.0522
C 3.9436 -0.3672 5.1324
C 1.2825 1.7577 -1.9207
C -2.4486 -2.8513 -1.0671
C -3.1401 -5.0664 -1.6488
C 0.6160 4.0904 -2.4692
C -1.9925 -1.6330 3.0342
H -4.3381 2.7559 -0.9311
H -3.9229 -5.7760 -1.8795
H 1.4243 4.2329 -3.1643
Cl -2.9972 -1.1950 -0.6997
C 1.1537 -0.0164 2.5719
C -2.7779 1.6541 0.0249
H 1.4472 2.0830 -4.0191
C -0.6270 -1.5992 3.1364
H -3.9058 3.3064 1.9097
C 1.6038 0.9221 -0.8262
H 2.1615 -0.6883 -5.2991
H -1.5433 -6.4948 -1.8633
H 3.3122 -1.4644 -2.5368
H -3.2629 -0.1908 1.8724
C 2.4875 0.3039 -3.4314
H 0.0610 -2.2770 3.6099
N -1.2217 0.1545 1.9258
H -4.8625 1.6942 0.3581
H -2.6619 -2.3634 3.4503
O -4.5588 -1.2645 -0.6893
H 2.5026 -0.9463 -0.2838
H -2.0161 4.4309 -0.5580
N -0.0310 -2.3708 -0.7700
C 1.8006 0.6808 1.5348
C -1.8136 -5.4710 -1.6423
N -0.1734 -0.5137 2.4791
N -0.5680 3.0080 -0.9543
C -0.4148 4.9137 -2.0951
C 3.1605 0.9637 1.6724
H 3.6551 1.4986 0.8725
N 1.1175 1.1844 0.4319
H 1.3491 -0.8351 4.5292
H 3.5476 -1.2736 5.5889
H -0.6175 5.9059 -2.4549
C 3.8551 0.6123 2.8119
C 1.7285 1.4456 -3.1906
C 3.2138 -0.0317 3.8621
H -4.7868 4.1523 0.8308
N 0.5079 2.9395 -1.7652
C -3.4549 -3.7440 -1.3561
H 3.0276 0.8399 -5.4463
C -4.0596 2.3905 0.0686
N -3.9539 3.5836 0.9365
H 5.0066 -0.5140 4.9460
O -0.4306 -1.1626 -0.5177
C 2.7774 -0.5398 -2.3605
C 2.3439 -0.2449 -1.0893
H 3.8532 -0.5956 -4.8239
H -4.4734 -3.3780 -1.3417
C -1.1344 4.1887 -1.1345
H 4.9064 0.8591 2.8933
Pt -0.9034 1.6676 0.4695
H 3.8429 0.4415 5.8594
*
```